Entry 1:
A structure of composition C2InO6 at a distorted geometry. Source: the OMol25 dataset; level of theory: the ωB97M-V functional and the def2-TZVPD basis.

Properties
Frontier orbital gap = 2.93 eV
Total charge = -1
Relative energy (zero: lowest compared OMol25 entry of this formula, charge and spin) = 0.0 kcal/mol
Lowest unoccupied orbital energy = -1.0 eV

Geometry as XYZ:
```
9
C2InO6, DFT the ωB97M-V functional and the def2-TZVPD basis
In -1.769 -0.250 -1.526
C -0.613 -0.988 2.322
O 0.414 -0.594 2.961
O -1.311 -1.807 2.989
O -0.874 -0.555 1.180
C 1.053 1.074 -2.018
O 2.013 1.851 -1.792
O 0.207 1.136 -2.970
O 0.880 0.133 -1.146
```

natural (NBO) atomic charge list, values in e, 5 entries: atom 1 (In): 0.876, atom 2 (C): 0.908, atom 3 (O): -0.452, atom 4 (O): -0.522, atom 5 (O): -0.617



Entry 2:
A structure of composition C2Li2O4 at a distorted geometry. Source: the OMol25 dataset; level of theory: the ωB97M-V functional and the def2-TZVPD basis.

Properties
Frontier orbital gap (spin up / spin down) = 4.34 / 4.35 eV
Total charge = 0
Relative energy (zero: lowest compared OMol25 entry of this formula, charge and spin) = 125.5 kcal/mol
Lowest unoccupied orbital energy (spin up / spin down) = -0.6 / -0.6 eV

Geometry as XYZ:
```
8
C2Li2O4, DFT the ωB97M-V functional and the def2-TZVPD basis
C 1.152 0.469 0.918
O 2.164 0.606 1.440
O 0.291 0.688 -0.042
Li -0.344 1.844 -1.672
C -1.044 -0.441 -0.313
O -1.732 0.226 -1.250
O -0.960 -1.576 0.043
Li 2.059 -1.418 1.234
```

natural (NBO) atomic charge list, values in e, 5 entries: atom 1 (C): 0.389, atom 2 (O): -0.694, atom 3 (O): -0.801, atom 4 (Li): 0.862, atom 5 (C): 1.022



Entry 3:
A structure of composition C2LiO4Pr at a distorted geometry. Source: the OMol25 dataset; level of theory: the ωB97M-V functional and the def2-TZVPD basis.

Properties
Frontier orbital gap (spin up / spin down) = 6.68 / 7.91 eV
Total charge = +1
Expectation value of S² = 3.75
Spin multiplicity = 4
Relative energy (zero: lowest compared OMol25 entry of this formula, charge and spin) = 39.1 kcal/mol
Lowest unoccupied orbital energy (spin up / spin down) = -4.9 / -4.9 eV

Geometry as XYZ:
```
8
C2LiO4Pr, DFT the ωB97M-V functional and the def2-TZVPD basis
O -0.226 1.113 -0.560
C -0.533 -0.133 -0.587
O -0.385 -0.761 -1.648
Li 1.423 0.017 -1.911
Pr -0.715 2.276 1.564
O 0.844 -1.620 0.619
O -0.310 -0.061 1.757
C -0.097 -0.832 0.767
```

Mulliken atomic charge list, values in e, 5 entries: atom 1 (O): -0.727, atom 2 (C): 0.366, atom 3 (O): -0.691, atom 4 (Li): 0.922, atom 5 (Pr): 1.564



Entry 4:
The ion C2NO4 with charge -1 at a distorted geometry. Source: the OMol25 dataset; level of theory: the ωB97M-V functional and the def2-TZVPD basis.

Properties
Frontier orbital gap = 9.54 eV
SMILES = O=C([O-])N1OC1=O
Total charge = -1
Relative energy (zero: lowest compared OMol25 entry of this formula, charge and spin) = 38.3 kcal/mol
Lowest unoccupied orbital energy = 4.1 eV

Geometry as XYZ:
```
7
C2NO4, DFT the ωB97M-V functional and the def2-TZVPD basis
O -1.696 -1.238 -0.522
C -1.466 -0.190 0.013
O -1.947 0.712 0.625
N 0.163 0.009 -0.334
O 0.992 1.301 -0.153
C 1.377 -0.018 0.041
O 2.576 -0.576 0.331
```

natural (NBO) atomic charge list, values in e, 5 entries: atom 1 (O): -0.668, atom 2 (C): 0.935, atom 3 (O): -0.652, atom 4 (N): -0.306, atom 5 (O): -0.444



Entry 5:
A structure of composition C2NdO3 at a distorted geometry. Source: the OMol25 dataset; level of theory: the ωB97M-V functional and the def2-TZVPD basis.

Properties
Frontier orbital gap (spin up / spin down) = 6.45 / 10.08 eV
Total charge = +2
Expectation value of S² = 6.00
Spin multiplicity = 5
Lowest unoccupied orbital energy (spin up / spin down) = -11.3 / -11.3 eV

Geometry as XYZ:
```
6
C2NdO3, DFT the ωB97M-V functional and the def2-TZVPD basis
O 2.519 -0.467 -0.455
C 3.368 -1.211 -0.579
O -1.500 1.017 0.779
C -2.436 0.178 0.628
O -2.535 -0.769 -0.114
Nd 0.584 1.252 -0.258
```

natural (NBO) atomic charge list, values in e, 5 entries: atom 1 (O): -0.736, atom 2 (C): 0.753, atom 3 (O): -0.756, atom 4 (C): 1.099, atom 5 (O): -0.305



Entry 6:
An isolated molecule of C2O3 at a distorted geometry. Source: the OMol25 dataset; level of theory: the ωB97M-V functional and the def2-TZVPD basis.

Properties
Frontier orbital gap = 8.92 eV
SMILES = O=C=C1OO1
Total charge = 0
Relative energy (zero: lowest compared OMol25 entry of this formula, charge and spin) = 163.5 kcal/mol
Lowest unoccupied orbital energy = -0.5 eV

Geometry as XYZ:
```
5
C2O3, DFT the ωB97M-V functional and the def2-TZVPD basis
O -2.029 -0.058 -0.048
C -0.935 0.063 0.225
C 0.322 0.062 -0.231
O 1.439 0.712 0.039
O 1.387 -0.748 0.046
```

Atomic charges from the natural (NBO) analysis, expressed in e, are listed below: atom 1 (O): -0.375, atom 2 (C): 0.523, atom 3 (C): 0.243, atom 4 (O): -0.194, atom 5 (O): -0.198



What E values result from the calculations? In sequence: -717.7044 -392.1691 -901.5225 -431.9076 -862.6031 -301.7029 hartree.